64
Properties=species:S:1:pos:R:3 method="wB97M-V/def2-TZVPD" e_tot_ev=-44048.5096 orbital_gap_ev=7.934 molar_mass_da=458.5 multiplicity=1 charge=+1
O -3.19696 4.08310 -2.58937
O 3.47606 1.11691 0.77829
O 0.38950 -0.81805 0.10521
O 5.83314 -0.90957 -1.06241
O 4.85008 -3.59538 2.74346
O 3.60400 -2.33915 4.14981
O 4.37611 0.61701 -1.86613
O -2.04401 1.38700 -3.65029
N -4.89728 -3.14568 2.20285
N -0.85653 -0.09601 -2.46118
N -5.88240 -1.20144 1.74888
N -1.48730 3.22052 -1.36937
N -3.59331 -1.38934 1.57019
C -4.78489 -1.89956 1.83735
C 2.29811 0.33978 1.08173
C 4.96534 -0.67287 1.65615
C -3.72221 0.24007 -0.32437
C 2.57320 -0.58350 2.26953
C -3.28155 -0.01372 1.12593
C -3.33223 1.64407 -0.80929
C 4.04880 -2.54378 3.03233
C 4.75295 0.44050 0.59890
C 2.46191 -1.78862 -0.31026
C 1.75943 -0.46818 -0.12210
C 3.35165 -2.29435 0.61790
C -1.86555 1.79043 -1.27593
C -0.49469 -0.96115 -3.58323
C -1.30369 5.46475 -2.25654
C -1.58851 1.01738 -2.57796
C 5.02605 -0.01553 -0.85875
C -2.08128 4.17730 -2.09882
C 3.71759 -1.54600 1.89453
H -3.98670 1.88990 -1.64713
H 5.23578 -0.18866 2.60046
H -3.29508 -0.51655 -0.98332
H 4.98027 -4.06023 3.58469
H 1.85138 0.14652 -1.02554
H -2.20294 0.14037 1.19566
H -4.80778 0.15797 -0.38177
H 2.85080 0.02044 3.14091
H -3.76578 0.71092 1.78501
H 5.81573 -1.30692 1.38254
H 2.27876 -2.34921 -1.22307
H -6.77533 -1.60969 1.95659
H 4.74450 0.23680 -2.67856
H -0.48492 -0.32466 -1.54946
H 5.52236 1.19396 0.79057
H -3.53680 2.36271 -0.01350
H 1.52043 1.05377 1.37154
H 0.00156 -1.86371 -3.22485
H -1.91431 6.17920 -2.80802
H -1.22832 1.35281 -0.51089
H 0.38402 -1.54624 0.75316
H -5.80337 -3.53016 2.40185
H 1.67401 -1.14626 2.53663
H -5.82339 -0.23745 1.47084
H -0.58736 3.47922 -0.99698
H -2.80912 -2.00835 1.68136
H -0.39088 5.26865 -2.81633
H 3.84703 -3.23968 0.40161
H -1.06406 5.87376 -1.27769
H 0.17562 -0.42526 -4.25865
H -4.08581 -3.73134 2.28598
H -1.39181 -1.23958 -4.14070

17
Properties=species:S:1:pos:R:3 method="wB97M-V/def2-TZVPD" e_tot_ev=-8885.5532 orbital_gap_ev=8.625 molar_mass_da=107.2 multiplicity=1 charge=0
N -1.07855 1.25032 -0.45786
C 0.28828 1.39732 0.17394
C 1.91626 -0.25426 -0.00632
C 3.07398 -0.54291 -0.29083
C 0.59300 -0.04744 0.63252
C -1.61897 0.04021 0.11219
C -2.04711 -1.30596 -0.09344
C -0.45709 -0.92856 -0.12367
H 0.06411 2.07598 1.09645
H 0.88786 1.97838 -0.62800
H -0.16588 -0.98462 -1.16241
H 4.11517 -0.78324 -0.28761
H -2.60462 -1.49624 0.80657
H -2.24698 -1.86097 -0.98598
H -1.58035 0.26963 1.24422
H 0.40734 -0.49524 1.62970
H -1.81691 2.39371 -0.93422

6
Properties=species:S:1:pos:R:3 method="wB97M-V/def2-TZVPD" s_squared=0.76 e_tot_ev=-4147.5305 orbital_gap_ev="15.936 / 1.529" molar_mass_da=36.0 multiplicity=2 charge=+1
O -3.62174 2.81294 0.89390
O 3.60860 -2.84488 -1.05959
H 4.44762 -3.09020 -0.70805
H -4.02430 2.88543 1.79490
H 3.02284 -3.28087 -0.48784
H -3.34104 3.74116 0.72650

59
Properties=species:S:1:pos:R:3 method="wB97M-V/def2-TZVPD" e_tot_ev=-44277.6570 orbital_gap_ev=7.921 molar_mass_da=414.6 multiplicity=1 charge=0
S 3.42043 -0.71929 -0.84605
O 0.27593 -0.68720 -2.16016
O -1.52148 0.10863 1.60824
O 1.45213 1.05600 1.03574
N -0.74559 -1.32803 0.23444
N -0.07046 1.34605 -1.17588
C -1.55157 0.77534 -0.73212
C 1.83373 1.12326 -2.66304
C 1.13077 -2.45588 1.21585
C 0.67128 0.45447 -1.95475
C -2.44547 0.10976 -1.59786
C -4.43499 1.01207 -0.79227
C 1.12675 1.94771 3.23709
C -1.25295 -0.06714 0.52966
C 1.74008 1.01895 2.32640
C 1.60116 -3.70935 0.94351
C 3.75926 1.93999 -1.12314
C 4.78299 0.11984 -0.07991
C 0.41842 2.39430 -0.54383
C 0.33623 -4.01718 -0.14275
C -0.88225 -3.81349 0.60399
C -0.45524 -2.46921 1.16453
C 0.79926 1.96290 0.74175
C -2.39901 1.98105 -0.16250
C 2.80513 0.98186 -1.54012
C 4.70865 1.44329 -0.20401
C 0.51377 2.73405 2.10784
C -3.78645 -0.34913 -1.14656
C -3.78459 1.62861 0.50278
H 3.63459 2.86935 -1.41525
H 5.30060 -0.64140 0.77064
H -0.49048 -1.62760 -0.76597
H 1.26464 2.54679 -1.19515
H 1.64484 -1.68037 1.00490
H 5.43840 2.12047 0.56678
H 2.67756 -3.61154 0.10963
H -3.72801 0.95507 1.40854
H -0.31536 3.35081 -0.48832
H 2.37001 0.12212 2.80600
H -4.68872 1.42157 -1.55356
H 1.72095 2.15420 -2.88878
H 1.77743 -4.47375 1.42287
H -4.24390 -0.62737 -2.07564
H 1.46776 -2.63242 2.49002
H 1.92807 0.39960 -3.37136
H -1.96531 2.51016 0.94762
H -2.46098 0.84462 -2.44753
H -5.43406 0.61342 -0.36984
H -0.98244 -4.62989 1.40833
H -2.44589 2.85024 -0.80582
H 1.19776 2.50753 4.13270
H -1.79792 -3.66430 -0.09674
H 0.56256 -3.64478 -1.00246
H -0.07921 3.83227 2.07638
H -4.28013 2.64855 0.48334
H -3.71087 -1.05247 -0.30453
H -0.92148 -1.97296 2.12015
H 0.34364 -5.13135 -0.25279
H -1.82994 -0.87882 -2.10104

107
Properties=species:S:1:pos:R:3 method="wB97M-V/def2-TZVPD" e_tot_ev=-82689.5679 orbital_gap_ev=9.792 molar_mass_da=745.7 multiplicity=1 charge=-1
P -0.70151 -0.91586 -0.90167
F -2.13297 -0.10812 -1.26577
F -0.70229 -1.72824 -2.34521
F -0.70575 -0.17312 0.52392
F 0.19472 0.32132 -1.57417
F -1.43777 -2.16541 -0.18753
F 0.75067 -1.43533 -0.54393
O 4.49337 3.94738 2.81600
O -7.48995 2.74253 -6.12417
O -8.02309 1.23654 2.96806
O -4.19651 -7.77845 1.57071
O 1.27523 2.35006 7.60890
O 7.93249 -5.21607 -1.35938
O 5.56402 -2.12355 -7.20197
O -0.61196 -3.40921 7.12815
O 7.84019 5.11905 -5.17631
O -4.55479 7.50867 -3.48121
N 4.48052 -1.80809 -5.27408
N 3.92420 1.98044 2.08768
N -6.35317 2.07806 1.76855
N 0.65507 -2.83739 5.35238
N -3.36384 9.35224 -3.13765
N -2.60509 7.66560 -2.29414
N -1.44893 -3.03051 5.12103
N 3.49567 -1.14263 -6.99004
N -6.23741 0.12727 2.38619
N 2.97026 3.71240 1.30542
C -4.37887 -9.93223 2.66959
C -0.98640 3.17350 7.21743
C 4.57242 -1.63589 -6.57449
C -8.25842 0.59614 -6.25955
C -3.59196 8.12465 -2.98449
C 7.66925 -6.74640 0.30971
C -8.05167 1.83142 -5.29029
C -9.25745 2.40204 -4.59594
C -0.50370 -3.13006 5.94513
C 5.49806 5.82596 -4.86486
C 6.56891 4.70137 -4.86074
C -6.92124 1.17268 2.51966
C 0.11441 2.86789 8.24996
C -2.37856 -9.20677 1.20085
C 6.82663 -4.22573 0.57699
C 3.81690 3.27665 2.13527
C 0.69392 3.97063 9.16303
C 7.03812 -5.50395 -0.36084
C -3.48032 -8.79912 2.23996
C 6.60512 4.02973 -3.51210
H -2.73733 -9.81528 0.37073
H 6.25693 3.95079 -5.58696
H 3.69424 -1.48382 -4.72936
H -3.86124 9.87435 -3.84482
H 4.51898 5.38205 -4.68468
H 1.29034 3.61493 10.00319
H 8.53071 4.50210 -4.92305
H 1.29234 4.76910 8.72435
H 5.20494 -2.35925 -4.83644
H -9.14910 3.43076 -4.25227
H 5.43750 6.35595 -5.81541
H -3.57143 -7.06609 1.41765
H -0.08877 4.58461 9.60859
H 0.64456 -2.78385 4.34385
H -1.84378 8.27911 -2.04093
H -2.98530 -8.32299 3.08634
H -2.52880 9.63961 -2.64754
H -6.57256 -0.59285 3.01004
H -5.42321 2.08645 1.37459
H 3.04377 4.62491 0.87880
H 3.35439 1.44836 1.44557
H -5.15397 -10.05655 1.91338
H -5.26839 0.20635 2.11262
H -1.15986 -2.69783 4.21227
H -8.64588 -0.30044 -5.77568
H -7.25917 3.45547 -5.52412
H 7.63678 -3.98689 1.26598
H -1.53751 4.03353 7.59786
H 8.83880 -5.35791 -1.07640
H -4.83320 -9.70136 3.63312
H -0.18948 2.06283 8.91899
H 6.99151 -7.26094 0.99088
H 2.84343 -0.69786 -6.36008
H 1.51485 -2.71441 5.86790
H 8.03302 -7.44887 -0.44016
H 7.11900 3.07115 -3.58384
H -6.95677 2.72080 1.27595
H -2.38769 -3.14828 5.47455
H 0.98029 1.73130 6.93678
H 6.92890 4.54513 -2.60788
H -0.57605 3.45458 6.24753
H -7.35953 1.36484 -4.58933
H -8.78818 0.89983 -7.16244
H 5.89790 -4.34519 1.13493
H -3.84430 -10.88200 2.65291
H -7.26568 0.35351 -6.63862
H -1.76765 2.42755 7.07144
H -1.86892 -8.30078 0.87292
H -9.61012 1.95217 -3.66785
H 6.10877 -5.72386 -0.88625
H 3.41754 -1.09716 -7.99599
H -10.15176 2.24482 -5.19893
H 6.79402 -3.28222 0.03218
H 8.47229 -6.46253 0.98988
H 5.76213 6.54834 -4.09250
H -1.75561 -9.81376 1.85781
H -2.67752 6.69258 -2.03320
H 2.47502 3.12690 0.64814
H 4.55788 1.50195 2.71186
H 5.57157 3.70466 -3.39280

22
Properties=species:S:1:pos:R:3 method="wB97M-V/def2-TZVPD" e_tot_ev=-9426.0884 orbital_gap_ev=8.050 molar_mass_da=114.2 multiplicity=1 charge=0
N -0.64872 0.49717 0.07328
N 0.58849 -1.05858 1.65529
C 0.48056 -0.89257 0.46497
C -0.23795 1.83972 0.94804
C -0.95363 0.88097 -1.30431
C -0.05794 1.50693 2.36656
C 0.42157 -2.50354 -1.44748
C 1.17528 -1.35348 -0.76902
H 0.38742 -3.36923 -0.78682
H -1.05649 2.53272 0.72646
H 0.91421 -2.79059 -2.37668
H -0.96365 1.62738 2.95882
H -1.30767 0.02446 -1.87568
H 1.30294 -0.51781 -1.46271
H -1.50128 0.17502 0.52031
H -0.60516 -2.22610 -1.69194
H 0.20149 0.23649 2.31370
H 0.80386 1.98583 2.81939
H -1.73123 1.65282 -1.33419
H 0.67472 2.15724 0.44334
H -0.05539 1.28176 -1.77236
H 2.16857 -1.68661 -0.46895

61
Properties=species:S:1:pos:R:3 method="wB97M-V/def2-TZVPD" e_tot_ev=-161424.1871 orbital_gap_ev=5.824 molar_mass_da=690.9 multiplicity=1 charge=-2
Br -1.17874 3.38364 -2.49073
K -0.13542 0.01888 0.57436
Cl -0.22597 3.04740 1.66241
S -0.81205 -2.87968 5.78320
F 3.07201 -2.91676 -3.56360
F 4.91224 -0.32468 0.87426
F 5.60951 -2.42084 -3.29328
F 2.30275 -0.83868 0.70154
O 0.70625 3.72534 2.50840
O -0.76478 1.88051 2.35653
O 0.44937 2.54326 0.47962
O -4.74153 -0.74615 0.74471
O -1.29425 3.92002 1.28798
O -2.50315 -0.73552 0.50737
N -2.02090 -0.51695 5.25927
N 1.20117 -2.24577 -1.27745
N -3.02042 -2.26412 4.38433
N -2.64754 1.50181 -1.07287
N 0.44388 -1.13283 -3.81358
C -0.37131 -0.30052 -2.94444
C 0.28279 -0.75896 -5.19466
C 3.11744 -1.23954 -0.31638
C -2.78635 2.55610 -1.82499
C 0.11388 -2.53313 -3.60229
C 4.45097 -0.98488 -0.21621
C -5.02444 1.43292 -0.90217
C -0.94728 0.29286 5.77485
C -5.13579 2.55771 -1.70559
C -1.95955 -1.85475 5.11912
C 5.35845 -1.38239 -1.19464
C -3.83881 -1.13700 3.94376
C -3.98713 3.15145 -2.19265
C -3.76671 0.92756 -0.60322
C 2.48915 -1.98835 -1.37490
C 3.45111 -2.32695 -2.38987
C 4.79196 -2.04038 -2.27081
C -2.95696 0.06304 4.29194
C 0.63617 -3.14333 -2.26229
C -3.65467 -0.31815 0.30717
H 0.54005 -3.10644 -4.42991
H -0.22190 -0.69916 -1.94921
H -3.52156 0.87066 4.76176
H -1.36511 1.16153 6.28668
H 0.95306 -1.34244 -5.82928
H -4.09555 -1.20604 2.88830
H -2.92233 -3.11520 3.86111
H 6.41379 -1.17800 -1.12818
H -0.31045 0.64851 4.95841
H -0.98570 -2.65733 -3.66709
H -0.04222 0.73735 -2.97857
H -3.99661 4.03103 -2.81745
H -0.75382 -0.90916 -5.56089
H -0.21528 -3.64582 -1.78993
H -4.75645 -1.10417 4.54106
H -2.41722 0.49263 3.44261
H 0.51993 0.29941 -5.32271
H -0.35580 -0.30290 6.46540
H -1.44240 -0.33521 -3.21356
H -5.87853 0.92173 -0.48236
H -6.10937 2.96944 -1.94678
H 1.33709 -3.94341 -2.52445

51
Properties=species:S:1:pos:R:3 method="wB97M-V/def2-TZVPD" e_tot_ev=-59034.8842 orbital_gap_ev=8.455 smiles="COc1ccc(/C=N/NS(=O)(=O)c2ccccc2)cc1OS(=O)(=O)c1ccc(C)cc1" molar_mass_da=460.5 multiplicity=1 charge=0
S -1.99370 -0.36986 0.91306
S 4.97267 1.45905 -0.80041
O -0.74549 0.20857 1.30647
O -1.80212 -1.18596 -0.48347
O 6.33630 1.87168 -0.65338
O -2.65237 -1.23095 1.84853
O -1.34438 -4.12519 -0.35539
O 4.07670 2.28102 -1.55604
N 5.08492 -0.08916 -1.51160
N 4.09083 -0.99765 -1.42336
C -2.69261 -3.77270 -0.11159
C -5.33622 1.54017 -0.21266
C 1.77942 -1.50806 -1.21105
C 0.50481 -0.98844 -1.00671
C 5.03411 0.40282 1.71111
C 1.94982 -2.89281 -1.12642
C -3.48192 2.98392 -0.70172
C -4.85439 2.74191 -0.72141
C -4.46746 0.59383 0.30454
C -2.60809 2.04391 -0.18755
C -0.57526 -1.80117 -0.70706
C 2.32355 0.83149 2.18406
C 3.10327 0.16423 3.11558
C 2.87926 -0.59591 -1.42491
C 4.24630 1.05995 0.78679
C -0.40739 -3.19032 -0.62056
C -5.78451 3.77121 -1.28215
C 4.45807 -0.03402 2.89229
C 2.90529 1.29407 1.01436
C -3.11498 0.86090 0.31130
C 0.87768 -3.70457 -0.85173
H -3.10189 3.91574 -1.09331
H 2.33261 1.83774 0.28077
H -2.79679 -3.15128 0.78088
H 2.65159 -0.20358 4.02444
H 2.62261 0.45560 -1.53202
H 5.99564 -0.50460 -1.37491
H -1.54385 2.21330 -0.15366
H 5.06112 -0.54244 3.62927
H 0.33711 0.07591 -1.05418
H -3.20554 -4.72214 0.03974
H 6.08114 0.25348 1.49856
H -3.12738 -3.25351 -0.96958
H -5.53563 3.97798 -2.32178
H -5.69110 4.70436 -0.72893
H -4.81635 -0.34141 0.71148
H -6.39801 1.34397 -0.22131
H -6.81686 3.43725 -1.23029
H 1.26440 0.96154 2.34253
H 2.93358 -3.30464 -1.28070
H 0.99146 -4.77525 -0.78588